C2H3N3S2 | ωB97M-V/def2-TZVPD

```
10
Properties=species:S:1:pos:R:3:forces:R:3
C 1.712430 -1.038253 -0.822047 0.181 0.449 -0.937
C 0.285002 0.783186 -1.902605 -1.383 -1.217 2.503
N 0.714787 -0.954498 -0.059748 0.057 -0.829 1.642
N -0.275889 -0.209388 -0.393700 0.668 2.073 -4.017
N -1.114975 0.359307 0.497678 -0.045 0.047 0.722
S -0.704555 1.905219 -2.442860 0.081 0.117 -0.107
S 1.724106 0.029821 -2.282031 0.036 -0.347 0.343
H 2.490866 -1.762783 -0.712774 0.242 -0.155 0.116
H -1.949200 0.685457 0.022442 0.199 -0.091 0.012
H -0.692687 1.095802 1.064327 -0.035 -0.046 -0.278
```
Forces are in eV/Å.

Its spin multiplicity is 1. The relative energy (zero: lowest compared OMol25 entry of this formula, charge and spin) comes out at 60.27 kcal per mole. The LUMO energy comes out at -0.04 eV. The calculation puts the HOMO energy at -8.089 eV. For the total energy, the calculation gives -1038.5416 a.u.

=====

C3H12N2O2 | ωB97M-V/def2-TZVPD

```
19
Properties=species:S:1:pos:R:3:forces:R:3
C -1.899462 -0.255163 2.230705 0.921 2.143 1.472
C -1.266640 0.007685 0.833570 2.154 -1.932 0.714
N -0.463575 1.830674 -1.087148 -3.469 -2.071 4.255
C 0.071365 1.798187 0.242556 2.824 0.417 -0.445
N -0.126228 0.889057 1.110449 -1.036 1.514 -0.797
H -2.747136 0.441663 2.291848 -0.013 -0.320 0.344
H -1.171405 0.082166 3.138150 -1.458 -0.797 -2.460
H -2.232102 -1.238405 2.495118 -0.221 -0.662 -0.394
H -1.957278 0.487349 0.078464 0.477 -1.294 0.903
H -0.658344 -0.953607 0.477580 -2.034 1.771 0.296
H -1.496167 1.870875 -1.188887 1.221 -0.284 0.326
H -0.078192 2.314931 -1.775795 2.496 2.895 -2.954
H 0.987125 2.503127 0.511717 -1.996 -1.208 -1.052
H 2.095322 -1.739214 -1.051527 1.437 -1.806 -0.299
H 3.346036 -1.589002 -0.377278 0.536 -1.136 -0.647
O 2.995497 -2.230168 -1.047032 -1.913 2.837 1.217
H 0.803140 -1.258746 -2.232759 3.939 -0.488 -6.147
H -0.466803 -1.753856 -1.659379 -0.824 -0.748 -0.284
O 0.288608 -1.208538 -1.541887 -3.044 1.171 5.952
```
Forces are in eV/Å.

Its spin multiplicity is 1. The relative energy (zero: lowest compared OMol25 entry of this formula, charge and spin) comes out at 72.45 kcal per mole. The LUMO energy comes out at 0.57 eV. The calculation puts the HOMO energy at -9.089 eV. For the total energy, the calculation gives -381.3995 a.u. Its SMILES is CC/N=C\N.O.O.

=====

C30H48OsP2 | ωB97M-V/def2-TZVPD

```
81
Properties=species:S:1:pos:R:3:forces:R:3
Os 0.790698 -1.402144 0.123340 -2.775 2.095 3.016
C -1.445763 -1.522208 1.752543 0.382 0.019 0.032
C -1.092921 -2.602147 0.867499 1.025 -0.176 0.380
C 0.733870 -2.133449 2.238267 -0.636 -0.918 0.643
C -0.359104 -1.260751 2.615130 0.411 -0.307 -0.848
C 0.235151 -3.068901 1.232341 -0.632 -0.527 0.725
C -2.761760 -0.833845 1.768432 -0.315 0.375 -0.162
H -3.347729 -1.101925 0.880517 0.037 0.066 0.271
H -2.643441 0.259820 1.767911 -0.025 -0.259 0.101
H -3.359579 -1.090754 2.657496 0.253 -0.015 -0.237
C -0.348819 -0.288486 3.733222 0.118 0.586 -0.057
H -0.967501 0.584509 3.488302 0.070 -0.199 0.162
H 0.668104 0.073609 3.907591 -0.163 -0.046 0.082
H -0.724038 -0.724084 4.673395 0.072 -0.027 -0.369
C 1.981681 -2.409914 3.007708 0.177 0.044 0.127
H 1.874850 -3.367026 3.538399 0.088 0.274 0.003
H 2.194589 -1.614715 3.725481 -0.022 -0.208 -0.054
H 2.845728 -2.500159 2.337160 -0.113 -0.059 0.207
C 0.804868 -4.429658 0.971506 0.152 -0.120 -0.148
H 1.261672 -4.834744 1.880055 -0.118 -0.018 -0.169
H 1.578834 -4.370734 0.202114 0.016 -0.298 0.147
H 0.030034 -5.122733 0.630232 0.145 0.063 0.069
C -2.003317 -3.326685 -0.060110 -0.234 -0.007 -0.226
H -2.485815 -4.164073 0.463465 0.043 0.166 -0.086
H -1.451918 -3.752420 -0.902411 -0.258 -0.063 0.227
H -2.792202 -2.679557 -0.459321 0.114 -0.152 0.079
C -3.002287 3.809352 0.380087 -0.483 -0.267 -0.008
C -3.409633 2.543728 0.224994 -0.034 0.236 0.059
C -2.875697 1.670483 -0.890666 -0.494 -0.256 0.122
C -1.432663 1.230616 -0.585437 0.487 -0.237 0.026
C -0.395463 1.740835 -1.635223 0.777 -3.822 1.407
C -0.472012 3.139989 -1.879045 0.369 1.198 -2.131
C -0.739047 4.126453 -0.830289 0.254 0.883 0.588
C -2.238013 4.547014 -0.686088 0.327 0.196 0.119
H -2.901200 2.187772 -1.861549 -0.112 -0.048 0.178
H -1.399599 0.127098 -0.495552 0.180 0.201 -0.117
H -3.500912 0.765142 -0.966045 0.079 0.408 -0.127
H -2.727980 4.410103 -1.662170 0.089 0.135 0.268
H -3.262482 4.384783 1.274244 -0.185 -0.279 -0.338
H -4.126441 2.062997 0.902649 0.501 0.332 0.012
H -2.242190 5.622132 -0.465295 -0.136 -0.318 -0.055
H -0.335246 3.776263 0.137247 -0.302 0.235 -0.219
H -0.052581 3.506912 -2.811933 -0.120 0.088 0.118
H -0.172216 5.043494 -1.089228 -0.230 -0.521 0.146
H -1.121724 1.600343 0.402415 -0.164 -0.056 -0.320
H 0.617993 1.515297 -1.225745 -0.143 0.119 0.312
P -0.224254 0.428300 -3.018609 -1.164 2.747 -1.858
C -0.054606 1.458576 -4.515963 -0.018 -0.148 -0.242
C -1.751580 -0.492938 -3.366995 -0.123 -0.574 0.181
P 1.602794 -1.728810 -1.799248 1.513 -1.166 -2.762
C 1.283680 -0.536436 -3.157786 0.331 -0.355 0.206
C 0.912659 -3.299245 -2.403572 -0.122 -0.004 -0.439
C 3.402236 -1.914773 -1.936409 0.135 -0.057 -0.113
H 0.990284 1.770723 -4.645740 -0.307 0.041 0.062
H -0.695163 2.342988 -4.441848 0.075 -0.209 -0.080
H -0.356026 0.874315 -5.397819 0.173 0.193 0.236
H -1.862193 -0.610355 -4.458056 0.209 0.040 0.424
H -2.626599 0.064963 -3.002906 0.388 -0.094 -0.027
H -1.757931 -1.494778 -2.915051 -0.023 0.286 0.000
H 3.701479 -1.802987 -2.984105 0.045 -0.165 0.149
H 3.677121 -2.913014 -1.578260 0.045 0.217 -0.045
H 3.919165 -1.156693 -1.338816 -0.106 -0.168 -0.157
H 2.147987 0.145879 -3.237651 -0.444 -0.027 0.088
H 1.235360 -1.104372 -4.103527 -0.085 0.366 0.141
H 1.584301 -4.110337 -2.095006 -0.255 0.146 -0.152
H 0.826409 -3.259031 -3.494226 0.064 -0.326 0.103
H -0.081993 -3.465445 -1.971625 0.434 0.014 -0.269
C 2.383519 -0.164853 0.558754 0.594 1.117 0.661
C 2.246037 0.871581 1.662592 0.335 -0.058 -0.268
C 3.053585 0.803264 2.807605 -0.408 -0.065 -0.017
C 2.799929 1.645093 3.893344 0.137 0.270 -0.203
C 1.855246 2.671426 3.773508 -0.342 -0.283 0.112
C 1.104209 2.801168 2.599321 0.384 -0.094 -0.268
C 1.339325 1.929737 1.530705 -0.071 -0.108 0.427
H 3.218700 -0.842890 0.804999 -0.064 0.199 -0.211
H 2.612534 0.365927 -0.381361 0.190 -0.081 0.164
H 3.885876 0.094821 2.824870 -0.407 0.032 0.217
H 3.339979 1.497066 4.832830 -0.026 0.255 -0.416
H 1.684774 3.359445 4.603727 0.024 -0.279 -0.223
H 0.336884 3.573225 2.505153 0.371 -0.088 0.063
H 0.839480 2.070859 0.569497 0.047 -0.090 0.567
```
Forces are in eV/Å.

Its spin multiplicity is 5. The relative energy (zero: lowest compared OMol25 entry of this formula, charge and spin) comes out at 0.00 kcal per mole. The LUMO energy (alpha / beta) comes out at -5.27 / -7.87 eV. Its total charge is +2. The calculation puts the HOMO energy (alpha / beta) at -12.796 / -13.673 eV. For the total energy, the calculation gives -1944.5878 a.u.

=====

C5H7FS | ωB97M-V/def2-TZVPD

```
14
Properties=species:S:1:pos:R:3:forces:R:3
C 1.141451 -0.047235 0.003799 1.485 0.162 2.964
C 0.162812 -1.293416 0.402676 -0.425 2.632 2.187
C -0.960772 -0.762355 -0.442036 -0.139 1.019 -0.369
C -1.177186 0.593696 0.168565 0.702 0.658 1.486
C 0.274827 1.231011 -0.092485 -1.981 -0.237 -0.864
H 1.959184 0.134920 0.791402 -1.100 -0.629 -0.976
H 0.632366 -2.248866 0.271366 0.000 -0.438 -0.067
H -0.211782 -1.005752 1.485335 1.428 -1.445 -1.625
H -0.469933 -0.549436 -1.386384 -0.615 -0.310 -0.577
H -1.403390 0.642164 1.291670 0.426 -0.483 -1.664
H 0.570865 2.163940 0.408387 -0.139 -0.800 0.665
H 0.307923 1.533171 -1.111087 0.078 0.136 -1.200
F 1.836257 -0.253191 -1.179544 -0.403 -0.287 -0.054
S -2.662628 -0.138648 -0.611669 0.683 0.021 0.094
```
Forces are in eV/Å.

Its spin multiplicity is 1. The relative energy (zero: lowest compared OMol25 entry of this formula, charge and spin) comes out at 70.35 kcal per mole. The LUMO energy comes out at 0.76 eV. The calculation puts the HOMO energy at -8.935 eV. For the total energy, the calculation gives -692.6361 a.u. Its SMILES is FC1C[C@H]2S[C@@H]2C1.